Record 1
Below is a cluster of 6 separate species, C34H47NO18 in total in a non-equilibrium geometry, with properties calculated with wB97M-V/def2-TZVPD.

Cartesian coordinates (Å):
H: 0.76910 -2.01485 -3.29449
N: 0.43464 -1.07871 -3.64340
C: 0.66275 -0.22050 -2.56513
C: 1.32183 -0.86575 -1.20261
C: 0.30009 1.36607 -2.76130
C: 1.44219 2.39828 -2.12429
C: 3.01862 1.94944 -2.15457
O: 3.94557 3.00497 -2.64202
C: 4.57624 2.48234 -3.89920
C: 4.04315 3.21343 -5.30195
C: 4.64015 2.68511 -6.75649
C: 5.75404 1.43798 -6.76909
C: 6.31425 0.73731 -5.38665
C: 5.70605 1.28661 -3.94130
C: 0.89193 2.80514 -0.59870
O: 0.54389 4.24335 -0.53394
C: 1.00625 4.99962 -1.73521
O: 1.37224 6.27674 -1.87319
C: 0.99867 3.82049 -2.87422
H: 0.65676 -1.76190 -0.84970
H: 2.40163 -1.26222 -1.52166
H: 1.52856 -0.07421 -0.34625
H: 0.32054 1.57493 -3.93601
H: -0.79596 1.66051 -2.41844
H: 3.34752 1.54480 -1.09862
H: 3.11430 1.06050 -2.93384
H: 3.24714 4.09513 -5.24209
H: 4.24903 3.21826 -7.72676
H: 6.11395 1.08443 -7.82649
H: 7.09582 -0.13880 -5.42793
H: 6.04232 0.80296 -2.90408
H: 1.69063 2.63588 0.24694
H: -0.04509 2.19318 -0.25654
H: -0.12549 3.61620 -3.20587
H: 1.51825 3.99412 -3.90813
C: 3.46336 -3.96365 1.83563
C: 2.29329 -4.74806 1.27528
C: 2.70432 -5.87342 0.37493
O: 1.59618 -5.99541 -0.49670
C: 1.00291 -4.76720 -0.54591
O: 0.13888 -4.44917 -1.34727
O: 1.50567 -3.93773 0.41797
H: 3.11819 -3.29022 2.62771
H: 4.22445 -4.62589 2.25878
H: 3.92393 -3.33208 1.06814
H: 1.65223 -5.10565 2.09055
H: 2.86502 -6.80421 0.92614
H: 3.59745 -5.65332 -0.22270
C: -4.83086 0.71671 -2.03540
C: -3.89592 0.11181 -1.00664
C: -4.59996 -0.39927 0.21366
O: -3.61234 -0.27190 1.21914
C: -2.78309 0.73768 0.82422
O: -1.93688 1.25470 1.53591
O: -3.02656 1.09711 -0.47246
H: -4.29312 0.89149 -2.97366
H: -5.67741 0.05635 -2.24551
H: -5.20878 1.69089 -1.70649
H: -3.28148 -0.67132 -1.46780
H: -4.90671 -1.44338 0.10521
H: -5.47179 0.20128 0.50098
C: -2.09311 7.05226 -2.99409
C: -3.49319 6.54508 -3.27852
C: -4.29374 6.27395 -2.04094
O: -5.18305 5.25689 -2.46201
C: -4.56389 4.59738 -3.48406
O: -4.94945 3.54074 -3.95811
O: -3.45249 5.27340 -3.90554
H: -1.63047 7.41409 -3.91880
H: -2.10326 7.87516 -2.27326
H: -1.44842 6.25160 -2.61546
H: -4.01830 7.23839 -3.94717
H: -4.84761 7.15593 -1.70724
H: -3.69429 5.89134 -1.20574
C: -4.43965 -0.75351 4.33953
C: -5.34769 0.34854 4.84875
C: -4.89474 0.94415 6.14725
O: -6.10817 1.38212 6.72895
C: -7.09326 0.58664 6.21933
O: -8.23719 0.54669 6.64321
O: -6.63022 -0.16291 5.17356
H: -4.70563 -1.01197 3.30875
H: -3.38959 -0.44687 4.35404
H: -4.55423 -1.66905 4.93003
H: -5.47322 1.12098 4.07993
H: -4.21298 1.78624 5.99853
H: -4.42450 0.21862 6.82235
C: 2.57919 -7.46288 6.71453
C: 3.85399 -7.20235 5.93649
C: 4.36848 -5.80244 6.08337
O: 5.05773 -5.59463 4.86502
C: 4.47225 -6.41255 3.94246
O: 4.67657 -6.35547 2.74044
O: 3.62359 -7.30250 4.54048
H: 2.36125 -8.53637 6.72829
H: 2.66351 -7.11880 7.74960
H: 1.71827 -6.97596 6.24360
H: 4.62085 -7.93790 6.20924
H: 5.04932 -5.70090 6.93317
H: 3.57481 -5.05013 6.16951

Cartesian forces, eV/Å:
-0.50 0.86 -0.48
1.41 3.22 5.24
-0.71 -2.53 -2.91
0.66 0.64 -0.63
1.14 -0.70 -1.20
-2.50 1.75 0.84
-0.75 -1.43 -0.76
0.52 -2.86 -2.38
0.91 -0.12 -3.36
2.86 -3.16 -0.38
1.10 -1.60 4.48
-1.40 1.41 3.13
-3.52 3.60 -0.14
-1.38 1.44 -2.65
0.61 -0.74 0.58
1.59 1.79 -2.51
1.68 2.37 -0.94
-2.92 -8.35 1.62
-0.35 -0.56 -0.56
1.36 1.82 -0.58
-2.40 0.68 0.70
-0.76 -1.65 -1.72
-0.06 -0.81 2.46
2.45 -0.74 -0.29
-0.60 1.07 -2.02
-0.38 1.66 1.81
2.03 -2.17 -0.12
1.01 -1.37 2.07
-0.66 0.67 2.42
-1.79 2.04 0.14
-0.79 1.20 -2.62
-1.28 0.36 -1.77
1.59 1.30 -0.89
2.18 0.82 1.04
-0.55 0.07 2.40
-0.10 0.68 0.26
1.21 0.27 0.98
0.63 -0.82 0.33
-0.83 0.92 -0.38
-1.58 0.49 -1.51
1.83 -0.57 1.70
-0.77 -0.53 -1.02
0.02 -0.03 -0.10
-0.39 0.46 -0.38
-0.12 -0.21 -0.05
0.01 -0.07 -0.12
-0.09 0.16 -0.23
-0.06 0.11 0.19
0.34 0.30 -0.37
-0.97 -0.18 -1.25
-0.72 -0.63 -0.07
0.89 0.76 0.07
1.63 1.06 1.15
-1.77 -1.13 -1.49
0.57 -0.09 1.36
-0.19 -0.02 0.13
0.14 0.01 0.08
0.00 -0.24 0.08
-0.04 0.02 0.15
0.13 0.15 0.16
0.09 0.02 -0.18
0.30 -0.05 -0.48
0.99 1.04 0.26
-0.15 0.62 0.70
0.12 -0.76 -0.75
-0.67 -2.09 -1.04
0.84 2.31 1.09
-1.00 -0.86 0.18
-0.05 0.00 0.20
-0.06 -0.12 -0.08
-0.25 0.13 0.11
-0.05 -0.10 0.10
-0.04 -0.25 -0.05
0.09 0.09 -0.17
-0.28 -0.35 -0.41
1.09 -0.56 -0.69
0.80 0.43 0.16
-0.88 -0.38 -0.14
-2.57 -0.15 0.87
2.67 0.11 -0.98
-0.64 0.57 0.86
0.17 0.08 0.24
-0.16 0.06 -0.06
0.02 0.27 0.14
0.02 0.01 0.14
-0.20 -0.06 0.13
-0.04 -0.04 -0.20
-0.26 -0.50 -0.16
-0.71 -0.38 1.20
0.17 0.42 0.86
-0.24 -0.48 -1.17
0.41 -0.20 -1.86
-0.20 -0.75 2.74
0.76 0.78 -0.97
0.03 0.19 0.07
0.08 -0.02 -0.15
0.25 0.12 0.07
-0.01 0.14 -0.06
-0.01 0.06 -0.26
-0.02 -0.20 0.01

## Properties
* E: -2732.4062 a.u.
* net charge: 0
* SMILES: [H]/N=C(\C)C[C@]1(COc2ccccc2)COC(=O)C1.C[C@@H]1COC(=O)O1.C[C@@H]1COC(=O)O1.C[C@@H]1COC(=O)O1.C[C@@H]1COC(=O)O1.C[C@@H]1COC(=O)O1

Mulliken atomic charge list, values in e, 5 entries: 0.32, -0.76, 0.19, -0.77, -0.60

=====

Record 2
Below is a cluster of 9 separate species, C34H48BF2IN2O33S8 in total, with properties calculated with wB97M-V/def2-TZVPD.

Cartesian coordinates (Å):
C: 0.13135 3.01066 2.42044
C: -0.99284 2.44926 3.30333
C: -1.35941 0.97803 3.07569
F: -0.74486 0.14053 4.00029
C: -1.11259 0.56031 1.64340
C: -2.13669 0.89251 0.72304
F: -3.24454 1.51037 1.22627
C: -2.10880 0.68437 -0.61212
B: -3.28349 1.15709 -1.55621
C: -3.18487 2.53863 -2.27556
O: -4.37609 0.34071 -1.65718
C: -0.94716 0.08248 -1.13120
N: -0.85904 -0.09521 -2.48223
C: 0.26046 -0.58046 -2.93032
C: 1.33548 -0.97030 -2.06914
C: 2.62467 -1.42917 -2.64664
C: 2.87900 -2.72489 -3.06474
C: 4.12076 -3.03179 -3.58431
C: 5.10604 -2.06086 -3.67416
C: 4.84717 -0.76579 -3.24903
C: 3.60165 -0.45655 -2.74470
N: 1.24560 -0.84608 -0.77463
C: 0.11330 -0.28487 -0.27548
C: 0.01269 -0.03286 1.11493
I: 1.66742 -0.59491 2.25872
H: 0.50003 3.94608 2.83509
H: 0.93936 2.29328 2.31113
H: -0.27481 3.24127 1.43729
H: -0.82699 2.63356 4.36359
H: -1.90090 3.00061 3.04923
H: -2.43084 0.88548 3.24895
H: -4.03814 2.77901 -2.90709
H: -3.08246 3.30545 -1.50297
H: -2.25825 2.57931 -2.85011
H: -4.84746 0.48822 -2.48307
H: 0.39048 -0.67791 -4.00062
H: 2.10863 -3.48041 -2.98900
H: 4.33677 -4.03710 -3.91688
H: 6.07619 -2.32474 -4.07065
H: 5.62191 -0.01474 -3.30717
H: 3.39464 0.54506 -2.40254
O: 4.52502 3.00996 4.85079
S: 3.91035 3.38315 6.07357
O: 4.39616 4.47791 6.83258
O: 3.78922 2.09278 6.99764
C: 2.42384 1.85502 7.36846
C: 1.62099 2.42146 6.21591
O: 2.34291 3.60826 5.84158
H: 2.22035 2.38922 8.29792
H: 2.26695 0.79065 7.51540
H: 0.60681 2.67747 6.50869
H: 1.59583 1.75771 5.35057
O: 1.83501 -6.48831 -0.04657
S: 1.33125 -6.39509 1.27516
O: 1.58648 -7.42338 2.22159
O: -0.23606 -6.11133 1.19844
C: -0.56563 -4.91535 1.92662
C: 0.68067 -4.06139 1.82040
O: 1.75482 -5.01085 1.93355
H: -0.78280 -5.18728 2.96093
H: -1.43840 -4.44849 1.47940
H: 0.75703 -3.31709 2.60621
H: 0.75185 -3.56818 0.84834
O: 1.19470 0.08179 -6.56081
S: 0.57337 -1.19034 -6.66261
O: 0.99983 -2.27154 -5.84771
O: 0.57289 -1.62969 -8.19326
C: -0.76713 -1.90899 -8.63666
C: -1.63827 -1.00615 -7.78921
O: -1.00275 -1.04170 -6.49436
H: -0.97881 -2.96360 -8.45338
H: -0.84480 -1.69827 -9.69890
H: -2.66242 -1.36060 -7.71229
H: -1.62647 0.02302 -8.15237
O: 1.64959 3.10716 -0.62209
S: 3.02031 3.18210 -0.98024
O: 3.86292 2.04624 -0.86912
O: 3.67633 4.41407 -0.20280
C: 4.27105 5.33598 -1.12931
C: 3.43357 5.18879 -2.38370
O: 3.16194 3.77907 -2.45070
H: 5.30793 5.04051 -1.29783
H: 4.23574 6.33873 -0.71279
H: 3.95559 5.49725 -3.28417
H: 2.48638 5.72453 -2.30239
O: -5.47399 -3.81022 -8.72122
S: -5.43523 -2.73465 -7.80128
O: -4.68676 -1.56086 -8.09757
O: -4.99602 -3.29958 -6.37797
C: -5.97305 -2.97006 -5.37789
C: -7.27729 -2.90981 -6.14844
O: -6.90805 -2.29420 -7.39488
H: -5.71394 -2.00304 -4.94416
H: -5.96791 -3.73265 -4.60513
H: -8.03454 -2.30468 -5.65992
H: -7.67469 -3.90471 -6.35380
O: 4.58163 -7.82195 8.23197
S: 3.95689 -7.25334 7.09237
O: 3.23168 -6.03856 7.19181
O: 3.05361 -8.37307 6.40545
C: 3.43485 -8.55936 5.03018
C: 4.91055 -8.22078 5.01113
O: 5.01744 -7.10500 5.90904
H: 2.85597 -7.87594 4.40829
H: 3.22938 -9.58354 4.73383
H: 5.26560 -7.93052 4.02709
H: 5.52128 -9.03904 5.39744
O: 2.03407 8.63580 -0.16100
S: 1.56318 7.67384 0.77077
O: 0.21964 7.22334 0.75050
O: 1.94760 8.17710 2.23760
C: 2.75064 7.19204 2.90979
C: 3.49076 6.48564 1.79328
O: 2.51851 6.39643 0.74018
H: 2.09182 6.51059 3.45043
H: 3.42078 7.68436 3.60833
H: 3.82913 5.49016 2.06614
H: 4.33623 7.07771 1.43637
O: -8.74536 2.45113 4.40320
S: -8.57969 2.42141 2.99544
O: -9.52840 3.02545 2.13329
O: -8.33536 0.90384 2.55494
C: -7.09841 0.77746 1.83889
C: -6.22523 1.87132 2.41638
O: -7.13079 2.96853 2.60623
H: -7.28968 0.93493 0.77617
H: -6.68988 -0.21694 1.99311
H: -5.42603 2.16729 1.74621
H: -5.81071 1.58732 3.38588

Cartesian forces, eV/Å:
-0.43 -0.14 0.27
-0.14 0.29 -0.43
-0.21 0.30 -0.04
0.08 0.07 -0.08
0.07 -0.19 -0.11
0.25 -0.06 0.10
-0.04 0.03 0.16
-0.37 0.04 0.10
0.00 0.09 -0.13
0.15 -0.21 0.06
0.35 -0.42 -0.22
0.26 -0.05 0.07
0.05 0.07 0.08
0.07 -0.04 0.05
-0.18 -0.15 -0.03
-0.19 0.12 0.11
-0.31 0.04 0.02
0.24 -0.17 -0.08
0.02 0.02 0.02
0.27 -0.27 -0.18
0.19 0.28 -0.01
-0.09 0.09 -0.08
-0.09 -0.05 -0.35
-0.19 -0.04 0.38
0.21 0.27 0.08
0.15 0.01 0.05
0.23 0.16 -0.01
0.20 -0.08 -0.14
0.07 -0.24 0.10
-0.04 0.11 0.13
0.01 -0.19 0.18
-0.01 0.09 -0.09
-0.06 0.10 0.00
0.00 0.06 -0.12
-0.30 0.30 0.21
-0.05 -0.05 0.08
-0.01 -0.05 -0.01
-0.04 -0.07 0.00
0.06 0.03 -0.03
-0.01 0.09 0.00
0.00 -0.04 0.00
0.10 0.04 -0.02
-0.22 0.00 0.08
0.08 0.10 -0.09
0.04 -0.11 -0.19
-0.18 0.14 0.20
-0.02 -0.27 -0.27
-0.02 0.05 0.24
-0.02 0.00 -0.01
0.16 -0.04 -0.08
0.04 0.24 -0.04
-0.02 -0.14 0.05
-0.02 -0.10 -0.02
-0.03 0.15 0.02
0.13 -0.11 0.04
0.02 0.11 -0.12
0.00 0.00 0.31
-0.21 0.08 -0.33
-0.08 -0.05 0.17
0.01 0.01 0.00
0.01 -0.11 -0.15
0.16 -0.19 0.07
0.01 0.03 0.02
0.08 -0.02 0.06
-0.07 -0.06 -0.22
0.03 0.03 0.11
-0.04 0.17 -0.04
-0.14 -0.24 0.06
0.02 0.19 -0.17
-0.06 -0.18 -0.05
-0.02 0.01 0.00
0.15 0.07 -0.01
0.22 0.07 0.20
0.00 -0.01 -0.01
-0.09 -0.10 0.10
0.14 0.19 0.08
-0.07 0.06 0.01
0.11 -0.34 -0.32
0.38 -0.05 -0.24
-0.22 0.27 0.11
0.19 -0.09 0.04
-0.01 -0.04 -0.03
-0.08 -0.13 -0.05
0.02 -0.17 -0.05
0.02 0.03 0.03
0.07 -0.03 -0.04
-0.02 0.02 0.02
-0.22 -0.05 -0.08
-0.07 -0.13 -0.01
-0.05 0.24 0.12
-0.06 -0.28 0.04
0.05 0.14 0.12
-0.02 0.00 0.00
0.10 -0.10 -0.09
0.02 0.13 -0.12
0.01 -0.01 0.02
-0.05 0.00 0.07
0.00 -0.05 -0.10
0.03 0.07 0.05
0.13 -0.11 0.05
-0.12 0.23 -0.28
0.10 -0.30 0.08
-0.11 0.09 -0.11
0.01 -0.02 -0.02
-0.04 -0.05 0.17
0.00 0.19 0.05
-0.02 -0.01 -0.01
-0.05 0.04 -0.13
0.01 0.03 0.35
0.00 0.02 -0.14
0.14 -0.02 -0.15
-0.06 -0.25 0.16
0.20 0.16 0.16
-0.50 0.29 0.40
0.01 -0.01 -0.02
-0.07 0.16 -0.04
-0.16 -0.06 -0.11
0.03 0.04 0.06
-0.07 -0.02 0.02
0.08 -0.04 -0.03
-0.03 0.08 0.02
0.08 -0.03 0.13
0.04 0.07 -0.27
0.13 -0.16 0.21
-0.06 -0.02 -0.18
0.02 0.01 0.00
-0.12 -0.04 0.12
-0.08 0.18 -0.03
0.00 -0.02 -0.01

## Properties
* energy above the lowest of the compared OMol25 structures with the same formula, charge and spin: 0.0 kcal/mol
* E: -7624.4866 a.u.
* net charge: 0
* SMILES: CC[C@H](F)c1c(F)c(B(C)O)c2ncc(-c3ccccc3)nc2c1I.O=S1(=O)OCCO1.O=S1(=O)OCCO1.O=S1(=O)OCCO1.O=S1(=O)OCCO1.O=S1(=O)OCCO1.O=S1(=O)OCCO1.O=S1(=O)OCCO1.O=S1(=O)OCCO1

Mulliken atomic charge list, values in e, 5 entries: -0.89, -0.63, 0.27, -0.37, -0.09

=====

| no. | LUMO (eV) | gap between HOMO and LUMO (eV) | HOMO energy (eV) |
| --- | --- | --- | --- |
| 1 | 0.045 | 8.6 | -8.5 |
| 2 | -0.546 | 8.5 | -9.0 |